<A>
{
  "formula": "C4H7P",
  "method": "the ωB97M-V functional and the def2-TZVPD basis",
  "symbols": ["C", "C", "C", "C", "P", "H", "H", "H", "H", "H", "H", "H"],
  "coordinates": [[2.8753, 0.0283, -0.2347], [1.6891, 0.0436, 0.2182], [-0.8150, -1.4149, 0.1794], [-0.8574, 1.4448, 0.0837], [0.0755, 0.0169, 1.0085], [3.7021, 0.0727, -0.9405], [-1.1983, -1.0881, -0.8127], [-1.8680, -1.5647, 0.6230], [-0.4606, -2.4574, 0.1685], [-1.8801, 1.1738, -0.0021], [-0.5243, 1.4418, -0.8946], [-0.7383, 2.3032, 0.6034]],
  "spin_multiplicity": 1,
  "gap_ev": 9.58,
  "smiles": "C#CP(C)C"
}

---

<B>
{
  "formula": "C4H7P",
  "method": "the ωB97M-V functional and the def2-TZVPD basis",
  "symbols": ["C", "C", "C", "C", "P", "H", "H", "H", "H", "H", "H", "H"],
  "coordinates": [[-0.9908, 0.2723, -1.2040], [0.0741, -0.1633, -0.6520], [-0.7669, -0.8403, 0.4294], [1.5023, 0.0553, -0.7460], [-1.0710, -0.0177, 1.9880], [-1.8681, 0.8050, -1.4546], [-0.9312, -1.9043, 0.3644], [1.9752, -0.9247, -0.7343], [1.7677, 0.6352, 0.1707], [1.9186, 0.5679, -1.6656], [-1.9135, 1.0109, 1.2788], [0.3036, 0.5037, 2.2251]],
  "spin_multiplicity": 1,
  "gap_ev": 9.22
}

---

The energy of each structure relative to the most stable one, in kJ/mol, is as follows: <A> 0.0; <B> 198.5.

---

<A>
{
  "formula": "C3H7NSi",
  "method": "the ωB97M-V functional and the def2-TZVPD basis",
  "symbols": ["C", "C", "C", "N", "Si", "H", "H", "H", "H", "H", "H", "H"],
  "coordinates": [[1.0305, 1.9879, 0.9909], [-0.1056, 1.4231, 0.7587], [-0.3130, -1.8033, -1.4467], [-1.1115, -1.7172, -2.3960], [-0.3727, -0.4665, 1.2159], [1.1034, 3.0850, 0.7095], [1.9323, 1.6252, 1.5231], [-0.8207, 1.9821, 0.1419], [0.6439, -2.1909, -1.4282], [-1.0628, -2.1435, -3.2824], [-1.7930, -1.0423, 1.2717], [0.8691, -0.7396, 1.9415]],
  "spin_multiplicity": 1,
  "gap_ev": [7.32, 6.88]
}

---

<B>
{
  "formula": "C3H7NSi",
  "method": "the ωB97M-V functional and the def2-TZVPD basis",
  "symbols": ["C", "C", "C", "N", "Si", "H", "H", "H", "H", "H", "H", "H"],
  "coordinates": [[-2.1656, -0.6100, -0.6564], [-1.5634, -0.0514, 0.4124], [2.1260, -0.4079, 0.4211], [2.7563, -0.2753, -0.6521], [-0.2440, 1.2618, 0.3652], [-2.8105, -1.3647, -0.4662], [-1.9860, -0.1429, -1.5965], [-1.8789, -0.4761, 1.3683], [2.3072, -1.1995, 1.2459], [3.7191, -0.8196, -0.6275], [0.2285, 2.2455, 1.2320], [-0.4885, 1.8402, -1.0462]],
  "spin_multiplicity": 1,
  "gap_ev": [7.22, 7.22]
}

---

The energy of each structure relative to the most stable one, in kJ/mol, is as follows: <A> 32.2; <B> 0.0.

---

<A>
{
  "formula": "C29H24Cl2F3PtSSbSi",
  "method": "the ωB97M-V functional and the def2-TZVPD basis",
  "symbols": ["Pt", "Cl", "C", "C", "C", "C", "C", "Cl", "C", "S", "H", "H", "H", "F", "C", "C", "C", "C", "C", "C", "Sb", "C", "C", "C", "C", "F", "C", "C", "C", "C", "C", "C", "F", "C", "C", "H", "H", "H", "H", "H", "H", "H", "H", "H", "H", "H", "H", "C", "Si", "C", "C", "C", "C", "H", "H", "H", "H", "H", "H", "H", "H", "H"],
  "coordinates": [[-0.2945, -0.8020, -0.4314], [-1.6984, -2.2496, -1.9195], [-2.9628, -1.1011, -2.3606], [-4.1343, -1.5916, -2.8898], [-5.1319, -0.6747, -3.2024], [-4.9469, 0.6792, -2.9828], [-3.7555, 1.1388, -2.4426], [-3.5055, 2.8226, -2.1946], [-2.7315, 0.2470, -2.1243], [-1.2001, 0.9205, -1.5536], [-4.2776, -2.6525, -3.0392], [-6.0673, -1.0279, -3.6133], [-5.7243, 1.3902, -3.2260], [3.0304, 5.6631, -2.2051], [2.7960, 4.3753, -1.9958], [1.8004, 4.0189, -1.0999], [1.5551, 2.6745, -0.8853], [2.3011, 1.7212, -1.5715], [3.3130, 2.0992, -2.4556], [3.5608, 3.4420, -2.6769], [2.0705, -0.3276, -1.2930], [1.9131, -1.3015, -3.1215], [2.0977, -2.6832, -3.2064], [1.8944, -3.3302, -4.4111], [1.4936, -2.5766, -5.5048], [1.2878, -3.1935, -6.6583], [1.2926, -1.2055, -5.4407], [1.4951, -0.5663, -4.2321], [3.6362, -1.1191, -0.1811], [4.5976, -1.8664, -0.8627], [5.7425, -2.2669, -0.1962], [5.8888, -1.9205, 1.1362], [6.9823, -2.3045, 1.7768], [4.9380, -1.1840, 1.8297], [3.7986, -0.7810, 1.1609], [1.2446, 4.7893, -0.5839], [0.7928, 2.3891, -0.1702], [3.9122, 1.3641, -2.9822], [4.3309, 3.7751, -3.3586], [2.3975, -3.2672, -2.3437], [2.0411, -4.3958, -4.5199], [0.9891, -0.6682, -6.3285], [1.3348, 0.5041, -4.1653], [4.4820, -2.1256, -1.9076], [6.5164, -2.8386, -0.6894], [5.1070, -0.9400, 2.8696], [3.0464, -0.2078, 1.6880], [2.6222, -0.8534, 4.5444], [1.5187, 0.5599, 4.0418], [0.0194, 0.7397, 5.1194], [2.4584, 2.1480, 3.7923], [0.8829, 0.0930, 2.3099], [0.4892, -0.2124, 1.1932], [3.0451, -0.6198, 5.5250], [3.4533, -1.0038, 3.8535], [2.0710, -1.7896, 4.6342], [0.3359, 1.0285, 6.1250], [-0.5477, -0.1868, 5.2086], [-0.6530, 1.5181, 4.7559], [2.8657, 2.4674, 4.7550], [1.8114, 2.9489, 3.4315], [3.2977, 2.0479, 3.1020]],
  "spin_multiplicity": 1,
  "gap_ev": [5.58, 5.58],
  "charge": 2
}

---

<B>
{
  "formula": "C29H24Cl2F3PtSSbSi",
  "method": "the ωB97M-V functional and the def2-TZVPD basis",
  "symbols": ["Pt", "Cl", "C", "C", "C", "C", "C", "Cl", "C", "S", "H", "H", "H", "F", "C", "C", "C", "C", "C", "C", "Sb", "C", "C", "C", "C", "F", "C", "C", "C", "C", "C", "C", "F", "C", "C", "H", "H", "H", "H", "H", "H", "H", "H", "H", "H", "H", "H", "C", "Si", "C", "C", "C", "C", "H", "H", "H", "H", "H", "H", "H", "H", "H"],
  "coordinates": [[1.6244, 0.8258, -0.0442], [3.3710, 1.2858, 1.6461], [3.4523, 3.0491, 1.5357], [4.5661, 3.6953, 2.0204], [4.6048, 5.0804, 1.9030], [3.5558, 5.7736, 1.3230], [2.4502, 5.0858, 0.8442], [1.1184, 5.9218, 0.1449], [2.3848, 3.6998, 0.9432], [0.9011, 2.8938, 0.4022], [5.3852, 3.1455, 2.4622], [5.4693, 5.6200, 2.2631], [3.5842, 6.8509, 1.2360], [-2.8049, -5.1930, -2.0352], [-2.2089, -4.1946, -1.3976], [-2.9168, -3.5041, -0.4289], [-2.2864, -2.4645, 0.2334], [-0.9733, -2.1295, -0.0973], [-0.2768, -2.8389, -1.0686], [-0.8989, -3.8832, -1.7288], [-0.1501, -0.6308, 1.1104], [-1.6761, 0.7752, 1.2932], [-2.4483, 0.9947, 0.1516], [-3.4428, 1.9562, 0.1635], [-3.6349, 2.6916, 1.3221], [-4.5820, 3.6181, 1.3393], [-2.8679, 2.5033, 2.4626], [-1.8762, 1.5409, 2.4419], [0.4368, -1.4444, 2.9318], [1.5288, -2.3122, 2.9846], [1.7879, -3.0201, 4.1418], [0.9413, -2.8446, 5.2268], [1.1802, -3.5281, 6.3346], [-0.1463, -1.9871, 5.1954], [-0.3978, -1.2731, 4.0370], [-3.9373, -3.7832, -0.2067], [-2.8379, -1.9185, 0.9904], [0.7444, -2.5909, -1.3264], [-0.3888, -4.4644, -2.4846], [-2.2882, 0.4146, -0.7510], [-4.0664, 2.1425, -0.6997], [-3.0544, 3.1094, 3.3383], [-1.2542, 1.4221, 3.3199], [2.1821, -2.4496, 2.1306], [2.6211, -3.7047, 4.2179], [-0.7785, -1.8918, 6.0672], [-1.2568, -0.6169, 4.0093], [-1.8196, -1.0336, -4.4480], [0.0106, -0.7122, -4.5247], [1.0001, -2.2580, -4.8425], [0.4436, 0.6784, -5.6771], [0.5188, -0.1334, -2.7882], [0.8712, 0.2131, -1.6676], [-2.1621, -1.3798, -5.4261], [-2.3811, -0.1293, -4.2081], [-2.0803, -1.8013, -3.7173], [0.7159, -2.6440, -5.8245], [0.7987, -3.0416, -4.1111], [2.0732, -2.0667, -4.8582], [0.1386, 0.3973, -6.6881], [1.5138, 0.8846, -5.6977], [-0.0808, 1.5991, -5.4191]],
  "spin_multiplicity": 1,
  "gap_ev": 5.30,
  "charge": 2
}

---

The energy of each structure relative to the most stable one, in kJ/mol, is as follows: <A> 0.0; <B> 17.0.

---

<A>
{
  "formula": "FH3N2O",
  "method": "the ωB97M-V functional and the def2-TZVPD basis",
  "symbols": ["N", "N", "O", "F", "H", "H", "H"],
  "coordinates": [[0.1176, 0.7768, 0.8210], [-1.1325, 0.1688, -1.2401], [-0.5450, -0.5916, -1.7107], [0.2741, -1.8971, -0.9305], [1.1964, 0.8294, 0.7637], [0.0602, 0.8068, 1.7644], [0.0293, -0.0930, 0.5322]],
  "spin_multiplicity": 1,
  "gap_ev": [9.34, 9.34]
}

---

<B>
{
  "formula": "FH3N2O",
  "method": "the ωB97M-V functional and the def2-TZVPD basis",
  "symbols": ["N", "N", "O", "F", "H", "H", "H"],
  "coordinates": [[0.8768, 0.1036, 0.4015], [-0.0558, 0.6603, -0.4401], [-1.0183, -0.2388, -0.9447], [-1.4816, -1.1238, 0.3441], [1.7398, -0.0804, -0.0814], [0.5625, -0.7997, 0.6884], [-0.6234, 1.4789, 0.0323]],
  "spin_multiplicity": 1,
  "gap_ev": [9.54, 9.54]
}

---

The energy of each structure relative to the most stable one, in kJ/mol, is as follows: <A> 0.0; <B> 43.1.